Entry 1:
Computed, not measured: an isolated molecule of C4H4FN3 in a non-equilibrium geometry, with ωB97M-V/def2-TZVPD.

Last column: natural (NBO) charge in e.
CARTESIAN COORDINATES (ANGSTROEM)
H (2.3225, -2.0671, 0.2086)  0.33
N (2.0409, -1.2620, 0.7285)  -0.68
C (1.0033, -0.7388, 0.2055)  0.53
N (0.7422, 0.6169, 0.5301)  -0.46
C (-0.4197, 1.0237, 0.2694)  0.66
F (-0.8163, 2.3127, 0.7086)  -0.34
C (-1.3873, 0.3966, -0.6820)  -0.38
C (-1.1867, -0.9084, -1.0123)  0.06
N (0.1949, -1.4136, -0.7097)  -0.60
H (-2.1640, 0.9961, -0.9394)  0.24
H (-1.9491, -1.5903, -1.4845)  0.24
H (0.2344, -2.3809, -0.6879)  0.40

Output
- SMILES: [H]/N=c1/nc(F)cc[nH]1
- ΔE to the lowest compared entry with this formula, charge and spin: 27.5 kcal per mole
- E: -418.91171 a.u.
- Net charge: 0
- LUMO: -0.009 eV
- HOMO: -9.004 eV

Entry 2:
Computed, not measured: an isolated molecule of C4H4FN3O2 in a non-equilibrium geometry, with ωB97M-V/def2-TZVPD.

Last column: natural (NBO) charge in e.
CARTESIAN COORDINATES (ANGSTROEM)
C (-1.7312, 0.6068, 0.0166)  -0.42
N (-0.5737, -0.2738, 0.0499)  -0.30
C (-0.4748, -1.6303, 0.0672)  0.20
N (0.7839, -2.0875, 0.0087)  -0.49
C (1.5962, -1.0572, 0.0318)  0.58
F (2.8981, -1.1978, 0.0163)  -0.26
C (0.7273, 0.1430, -0.0480)  0.05
N (1.2061, 1.4381, -0.0833)  0.51
O (2.4141, 1.5428, -0.0393)  -0.37
O (0.3786, 2.3296, -0.2148)  -0.43
H (-2.1176, 1.0034, -0.8844)  0.22
H (-2.5017, 0.0042, 0.4321)  0.21
H (-1.3078, 1.5820, 0.5608)  0.27
H (-1.2977, -2.4034, 0.0865)  0.22

Output
- SMILES: Cn1cnc(F)c1[N+](=O)[O-]
- ΔE to the lowest compared entry with this formula, charge and spin: 92.4 kcal per mole
- E: -569.29544 a.u.
- Net charge: 0
- LUMO: -0.520 eV
- HOMO: -9.490 eV

Entry 3:
Computed, not measured: an isolated molecule of C4H4FNO in a non-equilibrium geometry, with ωB97M-V/def2-TZVPD.

Last column: Löwdin spin population.
CARTESIAN COORDINATES (ANGSTROEM)
C (-0.5755, -0.2214, 0.5198)  0.51
C (-1.0031, -0.2484, 1.7328)  0.19
C (0.0314, 0.0933, -0.7676)  0.57
C (1.5095, -0.1273, -0.9293)  0.07
N (-1.3185, -0.2911, 2.9023)  0.37
O (-0.5726, 0.5782, -1.8523)  0.23
F (1.7695, -0.2701, -2.3087)  0.01
H (1.7341, -1.0729, -0.3640)  0.01
H (2.0762, 0.6945, -0.5466)  0.02
H (-2.1875, 0.0287, 3.2659)  0.01
H (-1.4633, 0.8365, -1.6524)  0.00

Output
- Multiplicity: 3
- ΔE to the lowest compared entry with this formula, charge and spin: 0.0 kcal per mole
- E: -384.47789 a.u.
- Net charge: 0
- LUMO (alpha / beta): 0.556 / -2.296 eV
- HOMO (alpha / beta): -6.367 / -9.094 eV

Entry 4:
Computed, not measured: an isolated molecule of C4H4FNOS in a non-equilibrium geometry, with ωB97M-V/def2-TZVPD.

Last column: natural (NBO) charge in e.
CARTESIAN COORDINATES (ANGSTROEM)
F (2.0615, -0.7117, -1.0809)  -0.32
C (2.3144, 0.0680, -0.0184)  0.26
C (1.4143, 0.5171, 0.8935)  -0.33
C (-0.0561, 0.1624, 0.8704)  -0.04
O (-0.3776, -1.1603, 0.6151)  -0.37
N (-1.7119, -1.2838, 0.1901)  -0.12
C (-1.9645, -0.2027, -0.5250)  -0.17
S (-0.9839, 1.2003, -0.3623)  0.24
H (3.3110, 0.6230, -0.1936)  0.18
H (1.9321, 1.4885, 1.5958)  0.25
H (-0.4164, 0.3496, 1.7864)  0.18
H (-2.8826, -0.2610, -1.2375)  0.24

Output
- SMILES: F/C=C\[C@@H]1ON=CS1
- ΔE to the lowest compared entry with this formula, charge and spin: 90.9 kcal per mole
- E: -782.71187 a.u.
- Net charge: 0
- LUMO: 0.550 eV
- HOMO: -8.895 eV

Entry 5:
Computed, not measured: an isolated molecule of C4H4FNS2 in a non-equilibrium geometry, with ωB97M-V/def2-TZVPD.

Last column: natural (NBO) charge in e.
CARTESIAN COORDINATES (ANGSTROEM)
C (-2.2563, -0.3716, 0.1998)  -0.78
S (-0.6422, -1.0271, -0.3668)  0.49
C (0.1526, 0.3125, -0.1193)  -0.45
S (-0.4820, 1.6583, 0.5864)  0.00
C (1.6723, 0.3846, -0.5335)  0.10
F (2.0604, 1.6520, -0.5086)  -0.30
C (2.4805, -0.5255, 0.3125)  0.22
N (2.8551, -1.3879, 1.0055)  -0.26
H (-3.1419, -1.2516, 0.2256)  0.25
H (-2.2996, 0.5098, -0.5817)  0.26
H (-2.1544, 0.0283, 1.2836)  0.27
H (1.7554, 0.0182, -1.5035)  0.20

Output
- SMILES: CSC(=S)[C@@H](F)C#N
- ΔE to the lowest compared entry with this formula, charge and spin: 53.5 kcal per mole
- E: -1105.71723 a.u.
- Net charge: 0
- LUMO: -0.529 eV
- HOMO: -8.835 eV

Entry 6:
Computed, not measured: the ion C4H4FO3 with charge -1 in a non-equilibrium geometry, with ωB97M-V/def2-TZVPD.

Last column: natural (NBO) charge in e.
CARTESIAN COORDINATES (ANGSTROEM)
C (-1.4773, 0.7139, -1.3619)  0.67
C (0.8528, -0.5611, 1.4295)  -0.21
C (-1.6397, -0.0985, -0.0190)  0.75
C (1.7545, 0.0904, 0.4329)  -0.72
O (-0.6271, 1.5956, -1.3385)  -0.70
O (-2.2070, 0.2667, -2.2476)  -0.70
O (-0.7058, -0.5572, 0.7325)  -0.50
F (-2.8469, -0.6459, 0.2888)  -0.33
H (0.9435, -1.6467, 1.5088)  0.12
H (2.6360, 0.4555, 0.9605)  0.20
H (1.2234, 0.9401, 0.0043)  0.26
H (2.0935, -0.5528, -0.3903)  0.16

Output
- ΔE to the lowest compared entry with this formula, charge and spin: 65.6 kcal per mole
- E: -480.33558 a.u.
- Net charge: -1
- LUMO (alpha / beta): 4.093 / 4.093 eV
- HOMO (alpha / beta): -3.416 / -3.415 eV

Entry 7:
Computed, not measured: a structure of composition C4H4HgLiO5 in a non-equilibrium geometry, with ωB97M-V/def2-TZVPD.

Last column: Löwdin spin population.
CARTESIAN COORDINATES (ANGSTROEM)
O (0.9228, 2.2227, 0.0158)  0.17
O (0.3062, 0.2396, -0.7870)  0.09
C (-1.2211, -1.1277, 0.2709)  0.66
C (-2.6516, -0.6818, 0.1054)  0.11
O (-2.8191, 0.6807, 0.0902)  0.21
C (1.2113, 1.0361, -0.3059)  0.04
H (-0.9348, -2.0913, -0.1686)  0.04
H (-0.7796, -0.9068, 1.2519)  0.03
H (-3.2332, -1.1687, 0.9339)  0.04
H (-3.0405, -1.1731, -0.8227)  0.00
O (2.8254, -0.7380, -0.2208)  0.01
O (3.5554, 1.3216, 0.1025)  0.00
C (2.6060, 0.5091, -0.1226)  0.01
Hg (-1.4451, 2.1461, -0.4276)  0.58
Li (4.6978, -0.2686, 0.0847)  0.00

Output
- Multiplicity: 3
- ΔE to the lowest compared entry with this formula, charge and spin: 12.4 kcal per mole
- E: -691.95917 a.u.
- Net charge: -1
- LUMO (alpha / beta): 1.375 / 1.363 eV
- HOMO (alpha / beta): -2.620 / -4.422 eV

Entry 8:
Computed, not measured: a structure of composition C4H4HgO5 in a non-equilibrium geometry, with ωB97M-V/def2-TZVPD.

Last column: natural (NBO) charge in e.
CARTESIAN COORDINATES (ANGSTROEM)
O (0.1076, -1.4739, -3.7216)  -0.65
C (-0.2655, -1.2400, -4.7662)  0.65
Hg (0.6750, -1.8615, -1.7314)  1.56
O (-0.7508, -1.6541, -0.5295)  -0.91
O (0.1333, -0.7731, 1.4720)  -0.55
C (0.3166, 0.5207, 1.9776)  -0.10
C (-0.4596, 1.4315, 1.0008)  -0.09
O (-0.9049, 0.5620, -0.0213)  -0.53
C (-0.0919, -0.6030, -0.0281)  0.88
H (-0.0787, 0.5767, 3.0025)  0.18
H (1.3867, 0.7952, 1.9789)  0.16
H (0.1923, 2.2144, 0.5832)  0.17
H (-1.3387, 1.8957, 1.4679)  0.18
O (1.0785, -0.3906, -0.6851)  -0.94

Output
- ΔE to the lowest compared entry with this formula, charge and spin: 98.2 kcal per mole
- E: -684.20951 a.u.
- Net charge: 0
- LUMO: -1.641 eV
- HOMO: -8.951 eV

Question: What is the formula in the second record?
Answer: C4H4FN3O2